Entry 1:
C21H21GeN5O6SYb | ωB97M-V/def2-TZVPD

Cartesian coordinates (Å):
Yb: 10.798 13.667 6.794
O: 13.213 21.392 5.910
C: 13.861 20.252 5.593
O: 15.008 20.310 5.336
C: 13.009 19.004 5.635
C: 13.472 17.920 4.894
C: 12.688 16.768 4.767
C: 11.476 16.827 5.420
C: 11.029 17.810 6.305
C: 11.875 18.900 6.419
N: 10.615 15.649 5.255
C: 9.631 15.576 4.485
C: 8.761 14.353 4.382
C: 7.436 14.446 3.997
C: 6.544 13.360 4.024
C: 7.126 12.158 4.395
C: 8.470 12.084 4.698
N: 9.245 13.157 4.806
H: 12.275 21.252 6.039
H: 14.422 18.166 4.378
H: 12.966 15.963 4.148
H: 10.172 17.621 6.924
H: 11.555 19.716 7.080
H: 9.280 16.422 3.820
H: 6.992 15.454 3.549
H: 5.515 13.473 4.034
H: 6.458 11.302 4.327
H: 8.923 11.144 4.987
O: 8.365 16.511 7.524
S: 8.857 15.305 8.188
O: 8.292 15.100 9.520
O: 8.648 14.104 7.273
O: 10.416 15.307 8.316
C: 14.407 10.407 7.164
Ge: 13.830 11.955 6.112
C: 12.656 11.225 4.704
C: 15.414 12.396 5.164
C: 13.077 13.450 7.039
H: 14.046 10.300 8.172
H: 15.518 10.269 7.201
H: 13.980 9.499 6.717
H: 12.262 12.033 4.075
H: 11.756 10.757 5.173
H: 13.152 10.414 4.136
H: 15.268 13.338 4.505
H: 15.783 11.595 4.576
H: 16.204 12.629 5.837
H: 13.833 14.167 7.234
H: 12.760 13.148 8.021
N: 10.572 11.489 7.634
C: 10.763 10.366 7.486
C: 11.051 9.009 7.353
C: 11.999 8.486 8.246
N: 12.785 8.171 9.032
C: 10.510 8.193 6.348
N: 9.931 7.570 5.598

Computed properties:
E_HOMO (alpha / beta) in eV: -5.9 / -5.9
Relative energy (zero: lowest compared OMol25 entry of this formula, charge and spin) in kJ/mol: 84.3
Molecular weight in g/mol: 717.145
LUMO energy (alpha / beta) in eV: 1.01 / 1.01
Net charge: -1
Spin multiplicity: 2

Charges in e, computed with Mulliken, in the same order as the atoms: number 1, Yb, carries 0.93; number 2, O, carries -0.49; number 3, C, carries 0.50; number 4, O, carries -0.54; number 5, C, carries 0.90; number 6, C, carries -0.81; number 7, C, carries -0.37; number 8, C, carries -0.10; number 9, C, carries -0.14; number 10, C, carries -1.24; number 11, N, carries 0.27; number 12, C, carries -0.33; number 13, C, carries 0.94; number 14, C, carries -0.48; number 15, C, carries -0.55; number 16, C, carries -0.70; number 17, C, carries -0.14; number 18, N, carries -0.02; number 19, H, carries 0.32; number 20, H, carries 0.37; number 21, H, carries 0.58; number 22, H, carries 0.51; number 23, H, carries 0.27; number 24, H, carries 0.27; number 25, H, carries 0.19; number 26, H, carries 0.48; number 27, H, carries 0.40; number 28, H, carries 0.38; number 29, O, carries -0.68; number 30, S, carries 1.12; number 31, O, carries -0.67; number 32, O, carries -0.45; number 33, O, carries -0.69; number 34, C, carries -1.47; number 35, Ge, carries 0.68; number 36, C, carries -0.85; number 37, C, carries -1.28; number 38, C, carries -1.29; number 39, H, carries 0.42; number 40, H, carries 0.38; number 41, H, carries 0.42; number 42, H, carries 0.30; number 43, H, carries 0.03; number 44, H, carries 0.38; number 45, H, carries 0.21; number 46, H, carries 0.39; number 47, H, carries 0.43; number 48, H, carries 0.54; number 49, H, carries 0.49; number 50, N, carries -0.41; number 51, C, carries 0.34; number 52, C, carries 0.07; number 53, C, carries 0.11; number 54, N, carries -0.60; number 55, C, carries 0.25; number 56, N, carries -0.57


Entry 2:
C24H63F2HgN4O16S2 | ωB97M-V/def2-TZVPD

Cartesian coordinates (Å):
Hg: 0.131 1.363 2.957
N: 0.525 1.074 0.780
S: 1.602 1.353 -0.300
O: 1.348 2.396 -1.258
O: 2.504 0.269 -0.619
F: 2.536 2.208 0.738
S: -0.250 -0.102 -0.196
O: 0.324 -1.416 -0.177
O: -0.895 0.341 -1.392
F: -1.472 -0.301 0.812
C: -2.165 -2.837 -2.295
C: -1.954 -3.828 -3.401
O: -3.266 -4.087 -3.945
O: -2.873 -3.370 -1.164
H: -2.748 -1.987 -2.647
H: -1.197 -2.583 -1.863
H: -1.544 -4.795 -3.101
H: -1.284 -3.407 -4.156
H: -3.175 -4.655 -4.715
H: -3.792 -3.429 -1.453
C: 4.892 -0.676 -4.639
C: 5.178 0.034 -3.332
O: 6.312 0.876 -3.457
O: 4.254 0.250 -5.522
H: 4.232 -1.536 -4.572
H: 5.853 -0.970 -5.065
H: 5.453 -0.719 -2.575
H: 4.272 0.437 -2.868
H: 6.751 0.928 -2.608
H: 4.821 0.984 -5.771
C: 4.675 -3.913 -0.915
C: 3.737 -2.714 -0.712
O: 2.398 -3.200 -0.698
O: 4.623 -4.227 -2.312
H: 4.331 -4.743 -0.300
H: 5.688 -3.593 -0.686
H: 3.972 -1.903 -1.403
H: 3.929 -2.269 0.279
H: 1.849 -2.415 -0.843
H: 3.801 -4.700 -2.478
C: -1.546 7.516 3.504
O: -1.342 6.116 3.253
C: -1.369 5.758 1.906
C: -0.647 4.420 1.721
N: -1.176 3.238 2.429
C: -2.384 2.649 1.800
C: -3.139 1.759 2.777
O: -2.258 0.773 3.273
C: -2.796 -0.108 4.251
H: -2.430 7.823 2.945
H: -0.703 8.077 3.090
H: -1.566 7.642 4.579
H: -0.812 6.448 1.265
H: -2.381 5.690 1.490
H: 0.387 4.581 2.032
H: -0.566 4.157 0.663
H: -1.591 3.629 3.280
H: -2.126 2.116 0.882
H: -3.064 3.425 1.436
H: -3.975 1.366 2.192
H: -3.540 2.375 3.590
H: -1.977 -0.812 4.427
H: -3.618 -0.743 3.918
H: -3.034 0.305 5.233
C: 1.319 -1.251 -4.305
O: -0.002 -0.834 -4.071
C: -0.485 0.045 -5.075
C: -1.994 0.133 -5.022
N: -2.469 0.961 -3.915
C: -3.883 0.724 -3.654
C: -4.285 1.368 -2.341
O: -5.646 1.108 -2.016
C: -5.769 -0.031 -1.205
H: 1.957 -0.376 -4.488
H: 1.574 -1.969 -5.090
H: 1.706 -1.606 -3.346
H: -0.230 -0.437 -6.034
H: 0.048 0.993 -5.216
H: -2.329 -0.905 -4.889
H: -2.334 0.435 -6.014
H: -1.907 0.682 -3.113
H: -4.030 -0.368 -3.639
H: -4.533 1.049 -4.468
H: -4.222 2.446 -2.504
H: -3.580 1.122 -1.541
H: -6.811 -0.222 -0.934
H: -5.301 0.011 -0.214
H: -5.477 -0.919 -1.775
C: 3.157 2.619 3.935
O: 2.422 1.497 3.441
C: 2.981 0.272 3.927
C: 2.314 -0.879 3.172
N: 0.862 -0.875 3.399
C: 0.189 -2.074 2.835
C: 0.171 -3.188 3.870
O: -0.483 -2.851 5.050
C: -0.660 -3.964 5.902
H: 2.992 2.844 4.989
H: 3.023 3.536 3.362
H: 4.220 2.412 3.793
H: 2.844 0.156 5.007
H: 4.055 0.281 3.740
H: 2.775 -1.767 3.616
H: 2.575 -0.852 2.113
H: 0.792 -0.945 4.414
H: 0.692 -2.491 1.962
H: -0.789 -1.814 2.433
H: 1.223 -3.430 4.088
H: -0.250 -4.067 3.365
H: 0.217 -4.619 5.933
H: -1.487 -4.569 5.519
H: -0.871 -3.729 6.943

Computed properties:
E_HOMO in eV: -10.2
Relative energy (zero: lowest compared OMol25 entry of this formula, charge and spin) in kJ/mol: 0.0
Molecular weight in g/mol: 966.500
LUMO energy in eV: -4.24
Net charge: +1

These are the Mulliken partial charges, in e, on atoms 1 to 99: number 1, Hg, carries 1.59; number 2, N, carries -0.04; number 3, S, carries 0.66; number 4, O, carries -0.64; number 5, O, carries -0.37; number 6, F, carries -0.39; number 7, S, carries 0.45; number 8, O, carries -0.48; number 9, O, carries -0.25; number 10, F, carries -0.29; number 11, C, carries 0.97; number 12, C, carries -0.57; number 13, O, carries -0.58; number 14, O, carries -0.63; number 15, H, carries -0.31; number 16, H, carries -0.23; number 17, H, carries 0.44; number 18, H, carries 0.22; number 19, H, carries 0.30; number 20, H, carries 0.40; number 21, C, carries -0.43; number 22, C, carries 0.15; number 23, O, carries -0.58; number 24, O, carries -0.55; number 25, H, carries 0.25; number 26, H, carries 0.39; number 27, H, carries 0.07; number 28, H, carries 0.10; number 29, H, carries 0.34; number 30, H, carries 0.32; number 31, C, carries -0.70; number 32, C, carries 0.74; number 33, O, carries -0.58; number 34, O, carries -0.53; number 35, H, carries 0.36; number 36, H, carries 0.36; number 37, H, carries -0.24; number 38, H, carries -0.05; number 39, H, carries 0.23; number 40, H, carries 0.31; number 41, C, carries -0.79; number 42, O, carries -0.31; number 43, C, carries -0.76; number 44, C, carries -0.87; number 45, N, carries 0.30; number 46, C, carries -0.60; number 47, C, carries -0.60; number 48, O, carries -0.18; number 49, C, carries -0.68; number 50, H, carries 0.33; number 51, H, carries 0.33; number 52, H, carries 0.23; number 53, H, carries 0.46; number 54, H, carries 0.37; number 55, H, carries 0.32; number 56, H, carries 0.44; number 57, H, carries 0.31; number 58, H, carries -0.03; number 59, H, carries 0.46; number 60, H, carries 0.32; number 61, H, carries 0.48; number 62, H, carries 0.06; number 63, H, carries 0.29; number 64, H, carries 0.34; number 65, C, carries -0.86; number 66, O, carries 0.13; number 67, C, carries -0.97; number 68, C, carries -0.40; number 69, N, carries -0.31; number 70, C, carries -0.57; number 71, C, carries 0.25; number 72, O, carries -0.43; number 73, C, carries -0.38; number 74, H, carries 0.43; number 75, H, carries 0.35; number 76, H, carries 0.01; number 77, H, carries 0.50; number 78, H, carries 0.39; number 79, H, carries 0.11; number 80, H, carries 0.45; number 81, H, carries 0.42; number 82, H, carries 0.07; number 83, H, carries 0.40; number 84, H, carries 0.37; number 85, H, carries -0.28; number 86, H, carries 0.34; number 87, H, carries 0.01; number 88, H, carries 0.20; number 89, C, carries -1.03; number 90, O, carries 0.03; number 91, C, carries -0.91; number 92, C, carries -0.27; number 93, N, carries 0.27; number 94, C, carries -0.27; number 95, C, carries -1.10; number 96, O, carries -0.28; number 97, C, carries -0.86; number 98, H, carries 0.37; number 99, H, carries 0.27


Entry 3:
CH5N3 | ωB97M-V/def2-TZVPD

Cartesian coordinates (Å):
C: -0.918 0.476 -0.140
N: 0.559 0.737 -0.113
N: 1.410 -0.076 0.672
N: 1.299 -0.335 -0.672
H: -1.480 0.885 0.788
H: -1.501 0.971 -1.041
H: -1.164 -0.613 -0.158
H: 0.980 -0.785 1.330
H: 0.815 -1.260 -0.667

Computed properties:
SMILES string: Cn1[nH][nH]1
E_HOMO in eV: -9.1
Relative energy (zero: lowest compared OMol25 entry of this formula, charge and spin) in kJ/mol: 507.3
Molecular weight in g/mol: 59.072
LUMO energy in eV: 0.92

Charges in e, computed with Mulliken, in the same order as the atoms: number 1, C, carries -0.68; number 2, N, carries 0.07; number 3, N, carries -0.28; number 4, N, carries -0.34; number 5, H, carries 0.24; number 6, H, carries 0.24; number 7, H, carries 0.27; number 8, H, carries 0.24; number 9, H, carries 0.24